# C29H35MoN5O3S

C29H35MoN5O3S as an isolated structure at a distorted geometry (the ωB97M-V functional and the def2-TZVPD basis, the Open Molecules 2025 dataset).

Results
Total energy: -2091.46327 Ha
LUMO level (spin up / spin down): -5.85 / -6.44 eV
HOMO-LUMO gap (spin up / spin down): 0.254 / 0.232 hartree

The geometry in ORCA input format:
```
! RIJCOSX wB97M-V def2-TZVPD def2/J DEFGRID3
* xyz 2 3
Mo -0.3007 0.0726 0.1579
C 1.8470 -2.1081 0.2103
C 2.2219 -1.9031 -1.2475
C 2.2022 -0.4826 -1.7762
C 3.1937 -0.1304 -2.6745
C 3.2617 1.1532 -3.1878
C 2.3309 2.0841 -2.7677
C 1.3710 1.6838 -1.8704
N 1.2710 0.4268 -1.3855
N 0.3734 -2.0118 0.5657
C -0.4109 -3.1436 -0.0304
C -0.8588 -2.9280 -1.4607
C -1.5962 -3.8916 -2.1250
C -1.9820 -3.6311 -3.4302
C -1.6199 -2.4272 -4.0211
C -0.8925 -1.5212 -3.2726
N -0.5239 -1.7712 -2.0112
C 0.2899 -2.1333 2.0726
C -0.9079 -1.4221 2.6452
C -1.5182 -1.8205 3.8147
C -2.5348 -1.0380 4.3399
C -2.9226 0.1177 3.6794
C -2.2898 0.4530 2.5038
N -1.2968 -0.3038 2.0002
H 2.3616 -1.3704 0.8149
H 2.1871 -3.0932 0.5310
H 1.6452 -2.5480 -1.9059
H 3.2504 -2.2530 -1.3264
H 3.9254 -0.8764 -2.9625
H 4.0420 1.4234 -3.8901
H 2.3482 3.1119 -3.1095
H 0.6449 2.3892 -1.5083
H -1.2799 -3.3172 0.6025
H 0.2085 -4.0398 0.0332
H -1.8559 -4.8289 -1.6416
H -2.5628 -4.3623 -3.9825
H -1.9021 -2.1939 -5.0403
H -0.6001 -0.5564 -3.6784
H 1.1774 -1.6676 2.4904
H 0.3052 -3.1795 2.3670
H -1.1939 -2.7258 4.3119
H -3.0264 -1.3331 5.2606
H -3.7160 0.7490 4.0600
H -2.5640 1.3298 1.9295
C 0.8861 2.4761 3.1950
S 1.0966 2.0951 1.4995
O -0.2489 2.1692 0.8143
O 2.1226 2.9000 0.9453
O 1.3444 0.5954 1.4023
H 1.1525 3.5258 3.3279
H 1.5618 1.8365 3.7650
H -0.1540 2.2955 3.4660
C -3.9469 4.6133 -1.9371
N -2.6171 4.2766 -1.4561
C -2.5400 4.2003 -0.0147
C -1.8893 3.2452 -2.1663
C -2.3842 1.8187 -1.9243
C -3.5880 1.4258 -2.5213
C -4.2348 0.2233 -2.2357
C -3.6917 -0.6760 -1.3288
C -2.4828 -0.2918 -0.7863
C -1.8133 0.8650 -1.0762
H -4.2406 5.5781 -1.5229
H -4.7288 3.8878 -1.6521
H -3.9408 4.7086 -3.0258
H -2.8236 5.1605 0.4168
H -1.5166 3.9782 0.2893
H -3.2076 3.4299 0.4258
H -0.8454 3.3327 -1.8777
H -1.9489 3.4611 -3.2352
H -4.0406 2.1020 -3.2375
H -5.1790 -0.0075 -2.7172
H -4.1836 -1.6047 -1.0724
H -1.9625 -0.9844 -0.0989
*
```



# C29H36AsN3O2ReS2

C29H36AsN3O2ReS2 as an isolated structure (the ωB97M-V functional and the def2-TZVPD basis, the Open Molecules 2025 dataset).

Results
Total energy: -4551.34797 Ha
LUMO level (spin up / spin down): -7.36 / -6.94 eV
HOMO-LUMO gap (spin up / spin down): 0.231 / 0.247 hartree

The geometry in ORCA input format:
```
! RIJCOSX wB97M-V def2-TZVPD def2/J DEFGRID3
* xyz 2 2
Re -0.5597 0.3897 -2.0267
C -2.5301 2.4424 1.2664
C -1.5973 2.1882 0.1264
N -1.6565 1.0242 -0.4773
N -2.6864 0.1804 -0.0310
C -3.1893 -0.5377 -0.9702
S -2.5737 -0.5232 -2.6366
S -4.5239 -1.6128 -0.7393
C -4.9027 -1.4037 1.0300
C -4.0454 -2.2434 1.9372
C -4.1157 -3.6348 1.8908
C -3.3689 -4.4065 2.7681
C -2.5354 -3.7944 3.6987
C -2.4592 -2.4106 3.7494
C -3.2128 -1.6391 2.8718
C -0.7477 3.2446 -0.3887
C -0.4619 4.3892 0.3883
C 0.1815 5.4769 -0.1467
C 0.5201 5.4942 -1.5040
C 0.2701 4.3965 -2.2945
C -0.3166 3.2641 -1.7329
O -0.4414 2.1845 -2.5358
H -3.5581 2.3393 0.9154
H -2.4122 3.4368 1.6770
H -2.3874 1.6909 2.0427
H -5.9530 -1.6879 1.1027
H -4.8199 -0.3442 1.2628
H -4.7821 -4.1179 1.1843
H -3.4553 -5.4853 2.7456
H -1.9666 -4.3958 4.3954
H -1.8309 -1.9295 4.4876
H -3.1694 -0.5581 2.9282
H -0.7408 4.4109 1.4318
H 0.4024 6.3313 0.4774
H 0.9898 6.3687 -1.9337
H 0.5402 4.3750 -3.3416
C 1.7967 0.1369 0.8980
As 1.8376 0.5611 -0.9836
C 3.0964 -0.6992 -1.7250
C 2.7336 2.2998 -1.0810
C 4.1223 2.2316 -0.5158
C 5.2056 1.9348 -1.3392
C 6.4868 1.8593 -0.8138
C 6.6969 2.0780 0.5405
C 5.6242 2.3826 1.3665
C 4.3429 2.4591 0.8406
H 2.8116 0.1485 1.2920
H 1.3589 -0.8509 1.0255
H 1.1922 0.8728 1.4267
H 4.0546 -0.5755 -1.2231
H 3.2222 -0.5178 -2.7911
H 2.7207 -1.7072 -1.5671
H 2.1110 3.0043 -0.5287
H 2.7342 2.5983 -2.1298
H 5.0511 1.7811 -2.4017
H 7.3231 1.6407 -1.4641
H 7.6968 2.0246 0.9490
H 5.7872 2.5727 2.4189
H 3.5116 2.7210 1.4868
C -0.7553 -2.8510 0.6640
N -0.9225 -3.3761 -0.6976
C -1.4817 -4.7256 -0.8650
C -0.5384 -2.6775 -1.7275
C -0.6532 -3.2272 -3.1092
O -0.0018 -1.5158 -1.5188
H -1.4255 -3.3861 1.3277
H -1.0051 -1.7935 0.6902
H 0.2743 -3.0011 0.9910
H -1.7709 -5.0946 0.1130
H -0.7419 -5.3980 -1.2966
H -2.3641 -4.6924 -1.5015
H -0.0628 -4.1416 -3.1957
H -0.2859 -2.5015 -3.8288
H -1.6875 -3.4775 -3.3447
*
```



# C29H36ClN9OReS

C29H36ClN9OReS as an isolated structure at a distorted geometry (the ωB97M-V functional and the def2-TZVPD basis, the Open Molecules 2025 dataset).

Results
Total energy: -2630.43365 Ha
LUMO level (spin up / spin down): -8.41 / -8.62 eV
HOMO-LUMO gap (spin up / spin down): 0.232 / 0.220 hartree

The geometry in ORCA input format:
```
! RIJCOSX wB97M-V def2-TZVPD def2/J DEFGRID3
* xyz 3 3
Re -0.4583 -0.3313 0.1662
N 2.1687 0.9396 3.5296
C 1.3754 0.8464 2.4606
S 0.2799 -0.5380 2.3754
N 1.3370 1.7203 1.4971
N 0.5962 1.3896 0.4495
C 0.4333 2.3938 -0.4904
C 1.0929 3.6881 -0.3333
C 0.4106 4.8704 -0.6581
C 1.0722 6.0869 -0.5381
C 2.3034 6.1489 0.0424
C 3.0242 4.9745 0.3624
C 2.4393 3.7536 0.1074
C -0.1890 2.0565 -1.7204
C -0.1685 2.8551 -2.9210
C -0.7702 2.3806 -4.0757
C -1.2005 1.0203 -4.0370
C -1.0495 0.2628 -2.9031
N -0.7243 0.7609 -1.6982
H 2.1225 0.2102 4.2292
H 2.7648 1.7623 3.6807
H -0.6005 4.7750 -1.0608
H 0.6085 7.0159 -0.9602
H 2.7514 7.1270 0.2120
H 4.0500 5.0583 0.7605
H 2.9886 2.8210 0.2135
H 0.3915 3.8062 -2.8703
H -0.9071 2.9174 -5.0341
H -1.7518 0.6180 -4.8888
H -1.2231 -0.7940 -2.8869
N 4.5970 -2.6097 2.1044
C 3.2158 -2.5252 1.4072
C 3.5169 -1.9847 0.0336
C 2.3030 -2.1572 -0.9260
N 1.4500 -0.8534 -0.8937
C 1.4233 -3.4633 -0.7663
C 1.1859 -3.8888 0.7349
N 0.0998 -3.1502 1.3771
C 2.5026 -3.8425 1.4959
H 5.0348 -1.6684 2.1106
H 5.2763 -3.2828 1.6402
H 4.4649 -2.9241 3.0649
H 2.6318 -1.7432 1.9349
H 4.4239 -2.4047 -0.4342
H 3.7485 -0.9320 0.1101
H 2.7126 -2.1535 -1.9670
H 1.2259 -0.6421 -1.8543
H 2.1042 -0.0878 -0.6421
H 1.9768 -4.2903 -1.2058
H 0.4689 -3.3667 -1.2618
H 0.9971 -4.9896 0.6317
H 0.0692 -3.3364 2.3952
H -0.7723 -3.4266 0.9087
H 3.1508 -4.5905 1.0310
H 2.3451 -4.1454 2.5355
O -1.3884 -1.8804 -0.5627
N -2.6879 -1.9590 -1.0470
C -3.6997 -2.0739 -0.1278
C -4.9793 -2.0782 -0.6403
C -5.1565 -2.1599 -2.0203
C -4.0864 -2.1872 -2.8882
C -2.7994 -2.2142 -2.3671
H -3.4838 -2.1222 0.9139
H -5.8255 -1.9615 0.0704
H -6.1448 -2.1617 -2.4491
H -4.2339 -2.2247 -3.9777
H -1.9083 -2.5134 -2.9351
Cl -4.2894 -0.5206 4.1637
C -3.7426 0.4165 2.8331
C -4.2266 1.7142 2.5753
C -3.6410 2.4589 1.5299
C -2.6690 1.8741 0.7418
N -2.2182 0.5938 0.9871
C -2.7433 -0.0715 2.0191
H -5.0671 2.1305 3.1780
H -3.8220 3.5493 1.3316
H -2.1646 2.3187 -0.1196
H -2.3426 -1.0653 2.2164
*
```



M (computed, g mol⁻¹): 629.6 783.9 780.4
Relative energy (zero: lowest compared OMol25 entry of this formula, charge and spin) (computed, kcal/mol): 12.5 8.1 0.0